[1]
{
  "formula": "C34H71BrClN11O28",
  "method": "the ωB97M-V functional and the def2-TZVPD basis",
  "symbols": ["C", "C", "C", "O", "O", "C", "C", "C", "C", "C", "C", "C", "Br", "O", "C", "O", "O", "C", "Cl", "C", "C", "C", "C", "C", "C", "C", "C", "C", "C", "O", "C", "H", "H", "H", "H", "H", "H", "H", "H", "H", "H", "H", "H", "H", "H", "H", "H", "H", "H", "H", "H", "H", "H", "H", "H", "H", "H", "H", "H", "H", "H", "H", "H", "H", "H", "H", "H", "H", "H", "C", "N", "O", "O", "H", "H", "H", "C", "N", "O", "O", "H", "H", "H", "C", "N", "O", "O", "H", "H", "H", "C", "N", "O", "O", "H", "H", "H", "C", "N", "O", "O", "H", "H", "H", "C", "N", "O", "O", "H", "H", "H", "C", "N", "O", "O", "H", "H", "H", "C", "N", "O", "O", "H", "H", "H", "C", "N", "O", "O", "H", "H", "H", "C", "N", "O", "O", "H", "H", "H", "C", "N", "O", "O", "H", "H", "H"],
  "xyz": [[8.261, -5.096, -0.131], [7.694, -4.554, -1.312], [6.612, -3.386, -1.386], [5.388, -3.718, -1.309], [6.895, -1.994, -1.508], [7.652, -1.693, -2.715], [6.742, -1.054, -3.897], [5.210, -0.808, -3.472], [4.411, 0.176, -4.506], [4.320, 1.655, -3.856], [3.237, 1.621, -2.643], [2.007, 2.620, -2.855], [2.278, 4.565, -2.460], [1.313, 2.649, -4.130], [-0.025, 3.143, -3.819], [-0.929, 3.465, -4.631], [-0.181, 3.214, -2.372], [0.727, 2.145, -1.949], [0.108, 0.689, -2.890], [0.974, 2.013, -0.370], [0.227, 0.764, 0.316], [1.190, -0.538, 0.482], [0.355, -1.931, 0.434], [0.073, -2.238, -1.138], [-0.271, -3.780, -1.445], [-1.070, -3.828, -2.839], [-0.342, -4.618, -4.042], [1.262, -4.627, -4.005], [1.958, -3.178, -3.905], [1.130, -2.093, -4.380], [1.201, -1.984, -5.834], [7.968, -4.696, 0.896], [9.021, -5.948, -0.207], [8.021, -5.016, -2.318], [8.246, -2.598, -3.117], [8.439, -0.906, -2.430], [6.768, -1.732, -4.827], [7.200, -0.018, -4.151], [4.675, -1.820, -3.393], [5.188, -0.314, -2.427], [3.340, -0.223, -4.565], [4.921, 0.184, -5.539], [5.351, 1.903, -3.394], [4.078, 2.449, -4.644], [3.817, 1.936, -1.696], [2.929, 0.528, -2.474], [0.605, 2.999, 0.114], [2.108, 1.943, -0.151], [-0.101, 1.116, 1.379], [-0.732, 0.444, -0.239], [1.802, -0.493, 1.464], [1.959, -0.476, -0.381], [0.927, -2.795, 0.918], [-0.661, -1.712, 0.947], [0.902, -1.792, -1.786], [-0.885, -1.634, -1.394], [0.612, -4.499, -1.355], [-1.026, -4.103, -0.622], [-2.071, -4.384, -2.642], [-1.395, -2.776, -3.202], [-0.792, -5.681, -4.151], [-0.643, -4.073, -5.021], [1.616, -5.353, -3.175], [1.619, -5.116, -4.997], [2.298, -3.053, -2.804], [2.950, -3.226, -4.508], [0.129, -1.757, -6.198], [1.573, -2.967, -6.317], [1.943, -1.136, -6.078], [1.472, 4.129, 3.059], [1.548, 2.717, 3.516], [0.562, 2.016, 3.340], [2.593, 2.360, 4.035], [0.490, 4.304, 2.620], [1.623, 4.765, 3.930], [2.257, 4.278, 2.319], [-4.022, 4.097, -5.663], [-5.475, 3.923, -5.401], [-6.231, 3.997, -6.360], [-5.806, 3.718, -4.245], [-3.875, 4.272, -6.728], [-3.684, 4.954, -5.083], [-3.519, 3.183, -5.349], [-3.624, 1.318, -7.766], [-3.257, 0.272, -8.756], [-4.046, 0.056, -9.663], [-2.190, -0.297, -8.587], [-4.592, 1.736, -8.038], [-3.671, 0.841, -6.787], [-2.850, 2.085, -7.796], [-4.442, -2.537, -6.768], [-3.420, -1.906, -5.894], [-3.630, -0.762, -5.519], [-2.442, -2.580, -5.615], [-5.251, -1.827, -6.932], [-3.956, -2.794, -7.709], [-4.808, -3.427, -6.256], [9.117, -4.480, 4.816], [8.614, -4.989, 3.512], [9.352, -5.723, 2.872], [7.493, -4.633, 3.176], [10.116, -4.874, 4.984], [9.136, -3.393, 4.760], [8.431, -4.825, 5.589], [-2.681, 0.289, 2.691], [-3.190, -0.212, 1.386], [-2.456, -0.951, 0.746], [-4.304, 0.154, 1.051], [-1.684, -0.117, 2.857], [-2.652, 1.376, 2.637], [-3.369, -0.051, 3.464], [-2.452, 2.699, 6.647], [-2.765, 2.890, 5.206], [-3.553, 2.110, 4.693], [-2.209, 3.818, 4.639], [-3.013, 1.845, 7.018], [-1.380, 2.522, 6.729], [-2.744, 3.609, 7.170], [12.405, -3.303, 8.199], [11.903, -3.811, 6.895], [12.641, -4.542, 6.256], [10.783, -3.455, 6.558], [13.406, -3.697, 8.367], [12.423, -2.215, 8.143], [11.719, -3.649, 8.972], [-7.244, 1.865, 5.996], [-6.194, 2.491, 6.841], [-6.385, 3.638, 7.219], [-5.212, 1.811, 7.096], [-8.046, 2.578, 5.852], [-6.785, 1.603, 5.042], [-7.602, 0.980, 6.519], [-9.823, 3.608, 8.753], [-10.337, 3.106, 7.451], [-9.608, 2.362, 6.807], [-11.451, 3.474, 7.121], [-8.826, 3.202, 8.917], [-9.792, 4.695, 8.696], [-10.510, 3.271, 9.529], [-14.034, 6.312, 6.405], [-13.998, 6.648, 7.853], [-13.273, 5.973, 8.567], [-14.700, 7.577, 8.221], [-13.366, 5.472, 6.224], [-15.061, 6.051, 6.154], [-13.704, 7.193, 5.856]],
  "atomic_forces_ev_per_a": [[-1.4, 1.5, -2.3], [1.7, -0.6, 1.5], [-4.3, -1.3, 0.5], [5.1, 1.4, -0.2], [0.6, -2.7, -0.8], [1.2, 0.9, -1.0], [-0.4, 0.4, 0.3], [0.0, 0.2, -0.1], [0.2, 0.0, 0.9], [0.4, -0.6, 0.1], [1.3, 0.8, -0.7], [-1.6, -1.8, 1.1], [1.1, -0.8, 0.2], [-1.4, 1.7, 0.8], [-2.3, 1.0, -1.4], [4.8, -1.5, 3.7], [0.3, -1.7, -2.4], [1.3, 1.3, -0.6], [0.2, -0.4, 1.7], [-0.6, 0.1, 0.1], [-0.1, -0.3, 1.0], [0.2, 0.1, 0.1], [0.2, 1.1, -1.1], [-0.9, 0.0, 0.9], [-1.2, 1.1, 0.4], [-0.7, -0.9, -0.3], [-0.3, 0.8, -0.8], [-0.3, -0.9, -0.8], [1.0, -1.2, 0.7], [1.0, -1.2, -0.5], [-0.2, 0.0, -0.1], [0.5, -0.7, -1.7], [-1.4, 1.4, 0.1], [-0.7, 1.0, 1.7], [-1.1, 1.3, 0.8], [-1.2, -1.2, -0.2], [0.0, 1.1, 1.4], [-0.7, -1.8, 0.2], [0.8, 1.5, 0.0], [0.0, -0.9, -1.6], [1.5, 0.6, -0.3], [-0.9, 0.0, 1.6], [-1.6, -0.3, -0.9], [0.2, -1.1, 1.2], [-1.3, -0.3, -1.4], [-0.1, 1.8, -0.3], [0.5, -1.5, -1.0], [-1.8, 0.1, -0.6], [0.6, -0.7, -2.0], [1.6, 0.7, 0.7], [-1.0, 0.2, -1.5], [-1.1, -0.4, 1.3], [-0.7, 1.3, -0.6], [2.1, -0.9, -0.7], [-1.1, -0.9, 0.9], [1.6, -1.0, 0.3], [-1.1, 1.1, -0.4], [1.3, 0.5, -1.2], [1.6, 0.9, -0.4], [0.9, -1.7, 0.7], [1.1, 1.6, 0.3], [0.5, -1.0, 1.6], [-0.3, 1.5, -1.2], [-0.7, 0.7, 1.6], [-0.9, 0.4, -1.8], [-1.6, 0.2, 0.9], [1.9, -0.2, 0.4], [-0.7, 1.6, 0.8], [-1.2, -1.2, 0.1], [-0.2, 0.2, -0.2], [0.1, -0.3, 0.1], [0.5, 0.2, 0.3], [-0.7, 0.1, -0.3], [0.1, -0.1, 0.1], [0.1, -0.1, -0.1], [0.0, 0.0, 0.2], [0.2, 0.0, -0.2], [-0.3, 0.0, 0.1], [0.2, -0.1, 0.5], [0.1, 0.1, -0.7], [-0.2, 0.0, 0.2], [0.0, -0.2, 0.1], [0.0, 0.2, 0.2], [-0.3, 0.4, 0.1], [0.0, 0.0, -0.2], [0.5, -0.1, 0.4], [-0.6, 0.1, -0.2], [0.1, -0.1, -0.1], [0.2, 0.1, -0.2], [0.0, -0.2, 0.0], [-0.3, 0.0, -0.2], [0.4, -0.1, 0.2], [0.3, -0.6, 0.1], [-0.6, 0.6, -0.1], [0.2, -0.1, 0.1], [0.0, -0.1, 0.2], [0.2, 0.0, -0.1], [0.2, -0.2, -0.1], [-0.1, -0.2, -0.1], [-0.5, 0.4, 0.2], [0.6, -0.2, 0.0], [-0.3, 0.0, -0.3], [-0.1, -0.2, 0.0], [0.0, 0.2, -0.1], [0.3, -0.1, 0.1], [-0.2, -0.1, -0.2], [-1.0, 0.4, 0.1], [0.7, -0.3, 0.1], [-0.1, 0.0, -0.1], [-0.2, -0.2, 0.0], [0.0, 0.2, -0.2], [0.1, -0.3, 0.3], [0.0, 0.0, -0.1], [0.4, 0.7, 0.2], [-0.4, -0.5, 0.1], [0.1, 0.2, -0.2], [-0.1, 0.2, -0.1], [0.1, -0.1, -0.1], [0.3, 0.0, 0.2], [0.2, -0.2, -0.2], [-0.6, 0.4, 0.2], [0.9, 0.0, 0.5], [-0.2, 0.0, -0.1], [-0.1, -0.1, 0.0], [0.0, 0.1, -0.1], [0.3, 0.0, -0.6], [0.0, 0.0, 0.0], [0.3, -0.5, 0.0], [-0.7, 0.5, 0.2], [0.6, -0.1, -0.1], [0.2, -0.1, 0.2], [0.1, 0.1, -0.1], [0.3, 0.0, 0.3], [-0.4, 0.0, -0.2], [-1.5, 0.4, 0.7], [0.7, -0.3, 0.0], [-0.2, 0.1, -0.1], [-0.2, -0.1, 0.0], [0.0, 0.2, -0.1], [0.1, -0.2, -0.3], [0.0, 0.0, 0.4], [-0.4, 0.4, -0.2], [0.4, -0.5, -0.1], [-0.1, 0.1, 0.2], [0.1, 0.2, 0.0], [-0.2, 0.0, 0.1]],
  "largest_force_ev_per_a": 6.3,
  "e_homo_ev": -9.15,
  "homo_lumo_gap_ha": 0.320,
  "mol_weight_g_mol": 1197.35
}

[2]
{
  "formula": "C34H72AsBFeN6S3Si4",
  "method": "the ωB97M-V functional and the def2-TZVPD basis",
  "symbols": ["Fe", "C", "C", "C", "C", "N", "C", "C", "N", "B", "N", "C", "C", "N", "C", "S", "C", "C", "C", "C", "N", "C", "C", "N", "C", "S", "C", "C", "C", "C", "C", "S", "H", "H", "H", "H", "H", "H", "H", "H", "H", "H", "H", "H", "H", "H", "H", "H", "H", "H", "H", "H", "H", "H", "H", "H", "H", "H", "H", "H", "H", "H", "H", "H", "H", "H", "C", "Si", "C", "C", "C", "H", "H", "H", "H", "H", "H", "H", "H", "H", "H", "H", "C", "Si", "C", "C", "As", "Si", "C", "C", "C", "Si", "C", "C", "C", "H", "H", "H", "H", "H", "H", "H", "H", "H", "H", "H", "H", "H", "H", "H", "H", "H", "H", "H", "H", "H", "H", "H", "H", "H", "H", "H"],
  "xyz": [[-0.518, 0.539, -0.170], [-1.439, -2.052, 4.762], [0.011, -2.535, 4.643], [0.196, -3.757, 5.539], [1.004, -1.456, 5.083], [0.263, -2.930, 3.221], [0.454, -4.237, 2.812], [0.454, -4.253, 1.468], [0.288, -2.961, 1.020], [-0.005, -2.480, -0.412], [-1.305, -3.045, -0.968], [-1.562, -4.284, -1.514], [-2.831, -4.278, -1.962], [-3.367, -3.022, -1.719], [-2.408, -2.266, -1.103], [-2.504, -0.649, -0.569], [-4.774, -2.633, -2.038], [-5.435, -3.778, -2.802], [-4.798, -1.391, -2.933], [-5.519, -2.401, -0.721], [1.141, -2.688, -1.407], [1.954, -3.779, -1.609], [2.759, -3.506, -2.651], [2.427, -2.247, -3.131], [1.437, -1.753, -2.332], [0.662, -0.236, -2.399], [3.165, -1.642, -4.283], [3.589, -2.781, -5.217], [4.409, -0.930, -3.744], [2.311, -0.664, -5.090], [0.152, -2.162, 2.102], [-0.130, -0.480, 2.057], [-1.663, -1.820, 5.802], [-2.121, -2.833, 4.420], [-1.606, -1.162, 4.160], [0.022, -3.456, 6.570], [1.211, -4.154, 5.482], [-0.522, -4.543, 5.303], [0.884, -1.272, 6.150], [0.835, -0.525, 4.552], [2.029, -1.785, 4.899], [0.591, -5.050, 3.498], [0.561, -5.096, 0.808], [-0.176, -1.318, -0.341], [-0.831, -5.072, -1.554], [-3.380, -5.064, -2.441], [-4.898, -3.988, -3.729], [-6.450, -3.485, -3.061], [-5.496, -4.684, -2.199], [-4.199, -1.560, -3.830], [-4.410, -0.518, -2.422], [-5.825, -1.190, -3.236], [-5.489, -3.305, -0.110], [-6.561, -2.154, -0.926], [-5.070, -1.586, -0.158], [1.906, -4.651, -0.982], [3.524, -4.119, -3.087], [4.402, -3.373, -4.796], [3.959, -2.357, -6.149], [2.747, -3.435, -5.449], [4.970, -1.583, -3.072], [4.139, -0.023, -3.202], [5.060, -0.657, -4.575], [1.338, -1.094, -5.331], [2.828, -0.444, -6.024], [2.154, 0.268, -4.563], [-4.722, 3.288, 1.057], [-3.388, 1.983, 1.402], [-2.374, 2.508, 2.911], [-4.247, 0.354, 1.809], [-2.236, 1.939, -0.073], [-5.337, 3.437, 1.946], [-5.376, 2.977, 0.242], [-4.281, 4.250, 0.788], [-2.980, 2.505, 3.819], [-1.966, 3.514, 2.790], [-1.541, 1.818, 3.064], [-4.756, 0.433, 2.772], [-3.529, -0.464, 1.873], [-4.988, 0.086, 1.055], [-1.797, 2.918, -0.275], [-2.654, 1.517, -0.994], [4.803, 2.455, -0.130], [3.339, 1.505, 0.613], [3.478, 1.230, 2.485], [3.409, -0.268, -0.028], [1.139, 2.386, 0.147], [1.241, 4.018, 1.923], [0.053, 5.491, 1.926], [0.935, 3.056, 3.528], [2.974, 4.787, 1.883], [1.024, 3.814, -1.819], [2.711, 4.534, -2.282], [0.275, 2.984, -3.351], [-0.158, 5.242, -1.451], [5.443, 2.865, 0.653], [4.480, 3.291, -0.749], [5.408, 1.789, -0.746], [4.183, 0.418, 2.672], [2.509, 0.924, 2.881], [3.808, 2.103, 3.047], [4.324, -0.759, 0.311], [3.386, -0.298, -1.114], [2.555, -0.837, 0.346], [-0.966, 5.238, 1.627], [0.406, 6.304, 1.292], [0.007, 5.878, 2.947], [0.643, 2.025, 3.319], [0.134, 3.517, 4.106], [1.826, 3.026, 4.156], [3.186, 5.206, 0.897], [3.761, 4.070, 2.116], [3.043, 5.600, 2.608], [3.386, 3.765, -2.661], [3.184, 5.031, -1.433], [2.580, 5.281, -3.067], [-0.082, 1.981, -3.147], [0.995, 2.926, -4.168], [-0.582, 3.564, -3.698], [0.114, 5.788, -0.551], [-1.184, 4.891, -1.330], [-0.142, 5.946, -2.285]],
  "atomic_forces_ev_per_a": [[-0.2, -0.8, 0.3], [0.1, -0.1, -0.1], [-0.1, 0.3, 0.3], [0.0, -0.1, -0.1], [0.0, -0.1, -0.2], [-0.1, 0.1, -0.3], [0.1, -0.2, -0.1], [0.1, -0.2, 0.1], [-0.2, 0.0, 0.1], [0.3, -0.2, 0.1], [-0.4, 0.3, -0.2], [-0.1, 0.0, 0.0], [0.0, -0.1, -0.1], [0.4, 0.2, 0.2], [0.3, -0.9, -0.2], [-1.5, -0.8, -0.7], [-0.3, 0.1, 0.0], [0.1, 0.0, 0.1], [0.1, -0.1, 0.0], [0.1, 0.0, -0.1], [0.1, -0.1, 0.0], [0.1, 0.0, 0.1], [-0.1, -0.2, 0.0], [-0.2, 0.0, 0.2], [0.1, -0.1, 0.1], [0.1, 0.8, -0.5], [0.2, 0.2, -0.2], [0.1, 0.0, 0.1], [-0.1, 0.0, 0.1], [-0.1, -0.1, 0.1], [0.0, -0.2, -0.1], [0.1, 0.8, 0.5], [0.0, 0.0, 0.0], [0.0, 0.0, 0.1], [0.0, 0.1, 0.0], [0.0, 0.1, 0.0], [0.0, 0.0, 0.0], [0.0, 0.0, 0.0], [0.0, 0.0, 0.0], [0.0, 0.1, 0.0], [0.0, 0.0, 0.0], [0.0, 0.0, 0.0], [0.0, 0.0, 0.0], [0.3, -0.4, 0.1], [0.0, 0.0, 0.0], [0.0, 0.0, 0.0], [-0.1, 0.0, 0.0], [0.0, 0.0, 0.0], [0.0, 0.0, 0.0], [0.0, 0.0, 0.0], [0.0, 0.1, 0.1], [0.0, 0.0, 0.0], [0.0, 0.0, 0.0], [0.0, 0.0, 0.0], [0.0, 0.0, 0.0], [0.1, 0.0, 0.0], [0.0, 0.1, 0.0], [0.0, 0.0, 0.0], [0.0, 0.0, 0.0], [0.0, 0.0, 0.0], [0.0, 0.0, 0.0], [0.0, 0.0, 0.0], [0.0, 0.0, 0.0], [0.0, 0.0, 0.0], [0.0, 0.0, 0.0], [-0.1, 0.1, 0.1], [0.3, -0.2, 0.1], [-0.1, 0.2, 0.3], [-0.2, -0.1, -0.3], [0.1, 0.1, 0.1], [0.5, -0.1, -0.3], [0.0, 0.0, 0.0], [0.0, 0.0, 0.0], [0.0, 0.0, 0.0], [0.0, 0.0, 0.0], [0.0, 0.0, 0.0], [-0.1, 0.0, 0.0], [-0.1, 0.1, 0.0], [0.0, 0.0, 0.1], [0.0, 0.1, 0.0], [0.0, 0.1, 0.1], [-0.2, 0.8, 0.1], [-0.4, 0.1, 0.2], [0.5, -0.8, 0.1], [-0.2, 0.4, -0.2], [-0.2, 0.3, -0.1], [0.8, 1.2, -0.1], [0.0, 0.3, 0.7], [0.0, -0.3, -0.3], [0.1, 0.0, -0.2], [-0.2, -0.3, -0.2], [-0.1, 0.5, -0.6], [-0.2, -0.2, 0.3], [0.1, -0.1, 0.4], [0.2, -0.3, 0.4], [0.0, 0.0, 0.0], [0.1, 0.0, 0.0], [0.0, -0.1, 0.0], [0.1, 0.0, -0.1], [0.0, -0.1, 0.0], [0.0, 0.0, 0.0], [0.0, 0.1, 0.1], [0.0, -0.1, -0.1], [0.0, -0.1, 0.0], [0.0, 0.0, 0.0], [0.0, 0.0, 0.0], [0.1, -0.1, 0.1], [0.0, 0.0, 0.1], [0.0, 0.0, -0.1], [0.1, 0.0, 0.0], [0.0, 0.0, 0.0], [0.0, 0.0, 0.0], [-0.1, 0.0, 0.1], [0.0, 0.0, 0.0], [0.0, 0.0, 0.0], [-0.1, 0.0, 0.0], [-0.1, -0.1, -0.1], [0.1, -0.1, 0.0], [0.0, 0.1, 0.1], [0.0, 0.0, -0.1], [0.0, 0.0, 0.0], [0.1, -0.1, -0.1]],
  "charge": 1,
  "largest_force_ev_per_a": 1.8,
  "spin_multiplicity": 6,
  "e_homo_ev": [-9.39, -9.85],
  "homo_lumo_gap_ha": [0.291, 0.251],
  "mol_weight_g_mol": 915.12
}

- Number 2 is which compound?
  C34H72AsBFeN6S3Si4